No. 1
The following is a DFT calculation (wB97M-V/def2-TZVPD) of C43H37Cl2N6O5ReSSi as an isolated structure.

net charge: -1
maximum force: 0.0111 Eh/bohr
orbital gap (spin up / spin down): 6.4 / 6.0 eV
spin multiplicity: 2

CARTESIAN COORDINATES (ANGSTROEM)
Re (0.769, 1.048, -0.207)
Cl (0.483, 4.875, -3.238)
Cl (-0.292, 2.155, -3.928)
S (3.993, 0.490, 0.355)
Si (-2.560, 0.645, -0.811)
O (5.020, 1.387, 0.803)
O (3.279, 3.159, -2.963)
O (1.746, 2.091, -1.731)
O (3.787, 0.264, -1.047)
O (-0.944, 0.580, -0.950)
N (1.113, -1.205, -0.631)
N (1.737, 2.559, 2.518)
N (5.540, -4.921, 2.328)
N (0.983, -1.972, 0.344)
N (3.308, 0.910, 3.136)
N (2.525, 1.047, 0.929)
C (1.925, -1.625, -4.192)
C (-0.778, -0.375, 3.727)
C (4.103, -2.235, 0.252)
C (-3.269, 0.577, -2.550)
C (1.195, -3.230, -2.041)
C (1.408, -3.793, -3.287)
C (2.484, 2.422, 4.773)
C (-4.321, 0.299, -5.136)
C (1.075, 3.260, -3.727)
C (0.509, -1.352, 1.523)
C (2.535, 1.530, 2.243)
C (-0.347, -1.698, 3.725)
C (-2.642, -0.231, -3.502)
C (2.143, 2.791, -2.710)
C (1.715, -1.049, -2.947)
C (-2.572, -2.061, 0.161)
C (1.775, -2.992, -4.364)
C (5.501, -2.516, 2.620)
C (-5.164, -1.945, 1.125)
C (-0.532, 0.459, 2.640)
C (4.396, -1.113, 1.013)
C (4.460, -3.498, 0.693)
C (-3.219, 3.405, -0.648)
C (-4.964, 1.100, -4.204)
C (5.134, -1.259, 2.183)
C (-3.145, -3.184, 0.743)
C (-3.915, 3.379, 2.031)
C (-3.185, 2.192, 0.045)
C (-4.440, 1.234, -2.924)
C (0.298, -2.198, 2.607)
C (-4.440, -3.126, 1.233)
C (-3.946, 4.570, 1.322)
C (5.146, -3.655, 1.894)
C (1.360, -1.856, -1.879)
C (-3.597, 4.583, -0.022)
C (-3.269, -0.858, 0.066)
C (-3.156, -0.370, -4.782)
C (-3.537, 2.203, 1.395)
C (3.280, 1.361, 4.380)
C (0.044, 2.992, 0.171)
C (0.140, 0.003, 1.507)
C (-4.582, -0.828, 0.545)
C (1.717, 2.989, 3.768)
H (1.277, -4.859, -3.423)
H (-4.953, 1.869, -2.210)
H (1.057, 3.828, 3.970)
H (-4.234, 5.490, 1.817)
H (-1.306, 0.012, 4.592)
H (-5.161, 0.086, 0.467)
H (0.894, -3.833, -1.195)
H (-2.575, -4.103, 0.815)
H (1.841, 0.011, -2.784)
H (0.620, -3.230, 2.547)
H (-3.500, 1.282, 1.966)
H (-0.481, 3.351, -0.721)
H (0.912, 3.640, 0.314)
H (2.464, 2.783, 5.791)
H (-0.611, 3.100, 1.039)
H (4.216, -4.366, 0.092)
H (-3.603, 5.512, -0.577)
H (-5.871, 1.627, -4.475)
H (1.552, 3.384, -4.692)
H (-2.645, -0.993, -5.506)
H (-4.890, -3.999, 1.692)
H (4.991, -5.683, 1.965)
H (3.916, 0.842, 5.092)
H (5.421, -0.379, 2.734)
H (6.078, -2.624, 3.532)
H (-4.178, 3.365, 3.082)
H (5.697, -5.001, 3.319)
H (3.621, -2.118, -0.706)
H (-1.722, -0.746, -3.240)
H (-0.854, 1.493, 2.676)
H (-4.722, 0.200, -6.137)
H (-6.181, -1.896, 1.495)
H (2.208, -0.996, -5.026)
H (-0.531, -2.335, 4.582)
H (-2.927, 3.434, -1.693)
H (1.938, -3.438, -5.338)
H (-1.569, -2.123, -0.236)


No. 2
The following is a DFT calculation (wB97M-V/def2-TZVPD) of a 8-piece molecular cluster, C32H58F5N7O9 overall at a distorted geometry.

maximum force: 0.0494 Eh/bohr
SMILES: C[C@H](OC=O)C(F)(F)c1cccc(C(F)(F)F)c1.CNC(C)=O.CNC(C)=O.CNC(C)=O.CNC(C)=O.CNC(C)=O.CNC(C)=O.CNC(C)=O
orbital gap: 9.4 eV

CARTESIAN COORDINATES (ANGSTROEM)
F (-1.314, -3.744, 0.337)
F (-3.333, -3.431, 1.123)
F (0.731, 0.203, -3.106)
F (-3.016, -3.769, -1.107)
F (0.841, 1.885, -1.658)
O (2.750, -0.929, -1.812)
O (-5.417, 2.708, -1.368)
O (6.228, 1.831, -0.035)
O (4.236, -3.297, 2.685)
O (-0.426, -9.203, -4.008)
O (2.548, -3.043, -0.948)
O (1.755, -3.347, -4.615)
O (-3.207, 5.214, 1.147)
O (0.753, 5.998, 5.599)
N (0.006, -7.304, -2.905)
N (-5.459, 4.935, -1.184)
N (6.730, 1.648, -2.208)
N (1.188, -5.032, -5.970)
N (-0.391, 6.416, 7.479)
N (2.502, -4.464, 1.885)
N (-2.202, 5.802, 3.056)
C (2.438, -2.274, -1.874)
C (1.706, 5.144, 7.620)
C (0.664, 0.490, -1.744)
C (-1.644, 6.706, 4.046)
C (-0.856, -8.215, -3.430)
C (-0.487, -3.315, -5.447)
C (2.653, 0.851, -0.043)
C (-2.333, -7.959, -3.273)
C (1.410, -5.415, 1.924)
C (-2.538, -3.167, 0.048)
C (3.360, -4.126, 2.883)
C (-0.669, 6.382, 8.901)
C (-1.783, 1.172, -0.940)
C (7.359, -0.174, -0.681)
C (3.189, -4.804, 4.220)
C (1.858, -0.197, -0.931)
C (0.899, -3.886, -5.307)
C (0.321, -5.818, -6.827)
C (-3.356, -0.633, -0.004)
C (6.729, 1.172, -0.932)
C (-0.751, 0.146, -1.172)
C (-3.049, 0.750, -0.365)
C (7.269, 1.023, -3.399)
C (-6.047, 6.239, -0.969)
C (-2.786, 6.108, 1.871)
C (-2.890, 7.563, 1.491)
C (-0.303, -6.080, -2.192)
C (-6.069, 3.725, -1.165)
C (-2.358, -1.662, -0.266)
C (-7.550, 3.684, -0.891)
C (0.666, 5.878, 6.814)
C (-1.086, -1.237, -0.842)
H (3.310, 1.516, -0.647)
H (7.279, -0.413, 0.378)
H (1.313, -5.886, 2.899)
H (-0.672, -5.385, -6.911)
H (-1.044, 6.892, 6.875)
H (6.838, -0.946, -1.250)
H (-1.896, 8.006, 1.417)
H (0.140, -5.244, -2.738)
H (2.166, 5.817, 8.345)
H (-1.735, 7.747, 3.747)
H (0.243, -6.825, -6.412)
H (-7.763, 4.100, 0.095)
H (-4.469, 4.882, -1.372)
H (0.097, 5.847, 9.454)
H (8.025, 1.685, -3.827)
H (-5.547, 6.707, -0.118)
H (2.481, 4.775, 6.951)
H (-8.092, 4.239, -1.659)
H (-1.567, 2.229, -1.204)
H (8.416, -0.153, -0.952)
H (-1.634, 5.895, 9.054)
H (-2.168, 4.811, 3.241)
H (-2.888, -8.770, -3.741)
H (2.677, -3.970, 1.019)
H (0.150, -6.139, -1.200)
H (-2.176, 6.550, 4.989)
H (-1.373, -5.919, -2.093)
H (-4.330, -0.916, 0.464)
H (-0.729, 7.409, 9.267)
H (-0.559, -2.401, -4.860)
H (-0.297, -2.006, -1.048)
H (-7.889, 2.650, -0.910)
H (-3.859, 1.502, -0.174)
H (-5.875, 6.848, -1.859)
H (6.292, 2.552, -2.298)
H (-3.490, 8.103, 2.227)
H (0.775, -5.878, -7.818)
H (2.203, -4.581, 4.633)
H (-2.609, -7.023, -3.762)
H (3.944, -4.431, 4.909)
H (1.255, 4.291, 8.130)
H (-7.114, 6.180, -0.774)
H (-3.377, 7.646, 0.521)
H (2.102, -2.723, -2.861)
H (2.135, -5.351, -5.826)
H (1.865, 1.405, 0.532)
H (-1.228, -4.025, -5.074)
H (3.318, -5.883, 4.115)
H (-0.588, 6.458, 4.190)
H (0.485, -4.890, 1.681)
H (1.461, -0.947, -0.191)
H (-0.691, -3.071, -6.491)
H (7.715, 0.056, -3.187)
H (1.591, -6.182, 1.167)
H (-2.600, -7.924, -2.215)
H (6.459, 0.897, -4.121)
H (3.208, 0.232, 0.709)
H (0.976, -7.542, -3.049)


No. 3
The following is a DFT calculation (wB97M-V/def2-TZVPD) of a 2-piece molecular cluster, C4H13N2S overall at a distorted geometry.

net charge: +1
maximum force: 0.1045 Eh/bohr
orbital gap: 9.9 eV

CARTESIAN COORDINATES (ANGSTROEM)
S (-4.063, 0.699, -0.034)
N (-0.920, -0.529, 0.740)
N (1.065, -0.405, -0.567)
C (0.479, -2.618, 0.084)
C (0.145, -1.070, 0.113)
C (1.032, 1.056, -0.723)
C (2.155, 1.712, 0.168)
H (2.149, 1.382, 1.206)
H (-4.533, 1.667, -0.846)
H (0.097, 1.454, -0.527)
H (1.200, -2.739, -0.711)
H (3.095, 1.413, -0.225)
H (1.291, 1.211, -1.832)
H (0.877, -2.839, 1.157)
H (1.730, -0.877, -1.063)
H (-0.468, -3.097, -0.250)
H (-4.792, 1.100, 1.047)
H (2.087, 2.789, 0.056)
H (-1.452, -0.829, 1.488)
H (-1.173, 0.523, 0.718)


Energy above the lowest of the compared OMol25 structures with the same formula, charge and spin, respectively: 85.3; 0.0; 86.7 kJ/mol.